(1)
C28H36BHgN4O5 | wB97M-V/def2-TZVPD

Results
Net charge = -2
Kohn-Sham gap (alpha / beta) = 1.94 / 6.46 eV
Highest occupied orbital energy (alpha / beta) = 2.421 / -2.092 eV
Spin multiplicity = 2
Strongest force on any atom = 0.34 eV/Å

```
75
C28H36BHgN4O5 (wB97M-V/def2-TZVPD)
Hg 0.51 1.60 1.59
C 4.80 0.87 3.32
C 3.59 1.61 2.74
O 2.47 1.13 3.01
C 3.85 2.78 2.02
C 2.90 3.68 1.47
C 3.45 5.01 1.01
N 1.62 3.47 1.32
N 0.89 4.58 0.88
C -0.08 4.28 0.05
O -0.40 3.15 -0.42
C -0.89 5.48 -0.40
C -0.58 6.78 -0.01
C -1.34 7.85 -0.45
C -2.42 7.64 -1.29
C -2.74 6.35 -1.68
C -1.98 5.27 -1.24
H 4.55 -0.18 3.42
H 5.03 1.26 4.31
H 5.69 0.99 2.69
H 4.89 3.07 1.93
H 4.53 5.05 1.16
H 2.97 5.82 1.55
H 3.22 5.17 -0.05
H 0.27 6.93 0.65
H -1.08 8.86 -0.14
H -3.02 8.48 -1.64
H -3.59 6.17 -2.34
H -2.20 4.26 -1.53
C -4.34 -4.67 -1.22
C -3.84 -5.01 0.19
C -2.67 -6.00 0.07
C -4.97 -5.71 0.94
C -3.37 -3.73 0.90
C -3.92 -3.30 2.10
C -3.48 -2.14 2.76
C -2.47 -1.43 2.17
O -1.84 -0.28 2.58
B -0.86 -0.01 1.61
O -0.93 -0.97 0.60
C -1.91 -1.85 0.97
C -2.33 -2.98 0.32
H -4.63 -5.58 -1.74
H -3.57 -4.17 -1.81
H -5.21 -4.00 -1.17
H -3.00 -6.91 -0.44
H -2.28 -6.28 1.05
H -1.84 -5.58 -0.51
H -5.26 -6.61 0.39
H -5.86 -5.08 1.03
H -4.67 -6.03 1.94
H -4.72 -3.87 2.56
H -3.92 -1.82 3.69
H -1.87 -3.28 -0.61
C 1.43 1.04 -1.89
N 2.11 -0.23 -2.08
C 2.12 -0.79 -3.42
C 3.08 -1.95 -3.50
C 2.76 -2.94 -2.39
N 2.79 -2.27 -1.11
C 2.70 -3.15 0.04
C 2.25 -1.00 -0.95
O 1.93 -0.57 0.14
H 1.45 1.59 -2.84
H 1.92 1.64 -1.13
H 0.39 0.92 -1.59
H 2.42 0.00 -4.11
H 1.11 -1.11 -3.71
H 4.11 -1.59 -3.37
H 3.00 -2.44 -4.47
H 3.49 -3.75 -2.37
H 1.77 -3.40 -2.57
H 3.58 -3.80 0.06
H 1.80 -3.78 0.00
H 2.67 -2.56 0.94
```

Löwdin atomic charge list, values in e, 2 entries: number 1, Hg, carries 1.260; number 2, C, carries -0.053

***

(2)
C30H39N3O3OsPS2Se | wB97M-V/def2-TZVPD

Results
Net charge = +3
Kohn-Sham gap (alpha / beta) = 6.74 / 5.79 eV
Highest occupied orbital energy (alpha / beta) = -16.226 / -16.667 eV
Spin multiplicity = 5
Strongest force on any atom = 1.39 eV/Å

```
80
C30H39N3O3OsPS2Se (wB97M-V/def2-TZVPD)
Os -0.68 1.75 0.10
C 0.69 0.26 3.49
C -0.53 0.74 2.77
C -0.62 2.10 2.36
C 0.54 3.03 2.64
C -1.87 2.61 1.84
C -2.15 4.10 1.80
C -2.93 1.69 1.62
C -4.24 2.18 1.07
C -2.84 0.35 2.07
C -4.09 -0.47 2.10
C -1.63 -0.13 2.60
C -1.51 -1.56 3.05
H 1.37 -0.26 2.81
H 0.42 -0.43 4.28
H 1.24 1.07 3.95
H 0.52 3.34 3.69
H 0.50 3.94 2.04
H 1.49 2.54 2.46
H -1.28 4.70 2.03
H -2.90 4.33 2.56
H -2.54 4.43 0.84
H -5.01 2.13 1.85
H -4.58 1.53 0.26
H -4.20 3.20 0.71
H -3.92 -1.50 2.40
H -4.60 -0.47 1.14
H -4.78 -0.03 2.83
H -1.88 -1.67 4.08
H -0.48 -1.89 3.02
H -2.10 -2.22 2.42
C -2.10 -1.94 -2.68
P -2.41 -0.18 -2.47
C -4.19 0.13 -2.53
C -1.66 0.70 -3.85
O -1.86 0.26 -1.11
H -2.59 -2.31 -3.58
H -2.48 -2.48 -1.81
H -1.03 -2.10 -2.76
H -4.58 -0.22 -3.49
H -4.37 1.20 -2.43
H -4.68 -0.41 -1.73
H -2.13 0.38 -4.78
H -0.59 0.46 -3.89
H -1.79 1.77 -3.73
C 0.25 -4.43 1.41
N 1.49 -3.80 1.01
C 1.66 -2.58 0.45
Se 0.31 -1.39 0.00
N 2.98 -2.39 0.23
C 3.68 -3.50 0.64
C 5.04 -3.82 0.60
C 5.39 -5.04 1.14
C 4.44 -5.91 1.71
C 3.09 -5.61 1.73
C 2.73 -4.39 1.17
H -0.59 -3.83 1.06
H 0.20 -4.53 2.49
H 0.18 -5.42 0.96
H 3.34 -1.54 -0.20
H 5.77 -3.16 0.16
H 6.43 -5.33 1.15
H 4.78 -6.85 2.13
H 2.37 -6.29 2.14
O 1.38 -0.21 -2.78
S 2.05 0.81 -2.03
O 3.02 0.37 -1.07
N 0.85 1.74 -1.23
C 0.78 2.94 -1.78
S -0.50 3.84 -1.11
C 1.75 3.25 -2.80
C 1.93 4.45 -3.49
C 2.97 4.52 -4.40
C 3.80 3.43 -4.62
C 3.62 2.22 -3.94
C 2.59 2.16 -3.04
H 1.28 5.29 -3.31
H 3.14 5.44 -4.95
H 4.62 3.51 -5.33
H 4.26 1.37 -4.13
```

Löwdin atomic charge list, values in e, 2 entries: number 1, Os, carries 1.349; number 2, C, carries -0.009

***

(3)
C34H45N6 | wB97M-V/def2-TZVPD

Results
SMILES = CCN1CCN2CCN(CC)c3c[n+](C(c4ccc(N5CCCC5)cc4)c4ccc(N5CCCC5)cc4)cc1c32
Net charge = +1
Kohn-Sham gap = 7.18 eV
Highest occupied orbital energy = -9.404 eV
Spin multiplicity = 1
Strongest force on any atom = 2.20 eV/Å

```
85
C34H45N6 (wB97M-V/def2-TZVPD)
C -2.98 -2.86 -3.72
C -3.95 -2.89 -2.55
N -4.26 -1.57 -2.00
C -5.65 -1.39 -1.66
C -6.05 0.06 -1.59
N -5.02 0.87 -1.01
C -5.43 2.22 -0.73
C -4.30 3.10 -0.24
N -3.36 2.35 0.57
C -2.55 3.13 1.50
C -2.20 2.36 2.76
C -2.89 1.17 0.06
C -1.61 0.68 0.31
N -1.24 -0.57 -0.08
C 0.10 -1.07 0.23
C 0.62 -0.59 1.59
C 1.27 0.65 1.74
C 1.91 0.99 2.92
C 1.95 0.06 3.99
N 2.59 0.36 5.16
C 2.59 -0.55 6.28
C 3.43 0.15 7.37
C 3.55 1.61 6.93
C 3.35 1.57 5.40
C 1.22 -1.15 3.87
C 0.55 -1.45 2.69
C 1.08 -0.81 -0.91
C 0.66 -0.61 -2.23
C 1.58 -0.44 -3.25
C 2.96 -0.61 -3.01
N 3.85 -0.59 -4.04
C 5.25 -0.95 -3.90
C 5.84 -0.84 -5.32
C 4.73 -0.30 -6.23
C 3.44 -0.35 -5.41
C 3.40 -0.81 -1.68
C 2.46 -0.90 -0.66
C -2.06 -1.31 -0.90
C -3.35 -0.87 -1.24
C -3.77 0.41 -0.76
H -2.94 -3.86 -4.16
H -3.31 -2.16 -4.50
H -1.97 -2.58 -3.41
H -4.91 -3.28 -2.90
H -3.59 -3.56 -1.76
H -6.25 -1.89 -2.43
H -5.87 -1.86 -0.68
H -6.27 0.44 -2.60
H -6.96 0.18 -0.99
H -5.87 2.66 -1.64
H -6.23 2.21 0.02
H -3.79 3.54 -1.12
H -4.69 3.91 0.37
H -1.63 3.49 1.00
H -3.15 4.02 1.74
H -1.57 2.99 3.40
H -3.10 2.09 3.32
H -1.65 1.44 2.55
H -0.83 1.29 0.75
H -0.03 -2.15 0.30
H 1.25 1.37 0.91
H 2.41 1.96 3.02
H 1.56 -0.71 6.65
H 3.00 -1.53 6.00
H 2.97 0.04 8.35
H 4.42 -0.32 7.40
H 2.75 2.19 7.39
H 4.50 2.06 7.20
H 4.33 1.50 4.90
H 2.85 2.47 5.02
H 1.20 -1.86 4.70
H -0.03 -2.37 2.65
H -0.40 -0.58 -2.48
H 1.25 -0.21 -4.26
H 5.36 -1.97 -3.50
H 5.75 -0.28 -3.19
H 6.17 -1.83 -5.65
H 6.71 -0.18 -5.31
H 4.94 0.74 -6.51
H 4.63 -0.88 -7.15
H 2.86 0.59 -5.49
H 2.78 -1.15 -5.78
H 4.46 -0.90 -1.46
H 2.79 -1.05 0.37
H -1.63 -2.25 -1.27
```

Löwdin atomic charge list, values in e, 2 entries: number 1, C, carries -0.067; number 2, C, carries -0.215

***

(4)
C26H57N5O31 | wB97M-V/def2-TZVPD

Results
SMILES = C[N+](=O)[O-].C[N+](=O)[O-].C[N+](=O)[O-].C[N+](=O)[O-].C[N+](=O)[O-].COC(=O)OC.COC(=O)OC.COC(=O)OC.COC(=O)OC.COC(=O)OC.COC(=O)OC.COC(=O)OC
Kohn-Sham gap = 10.44 eV
Highest occupied orbital energy = -10.515 eV
Spin multiplicity = 1
Strongest force on any atom = 4.34 eV/Å

```
119
C26H57N5O31 (wB97M-V/def2-TZVPD)
C 5.67 5.05 3.74
N 5.63 5.57 2.32
O 4.59 6.10 1.95
O 6.50 5.13 1.56
H 6.67 5.27 4.10
H 5.48 3.97 3.77
H 4.95 5.67 4.27
C -1.78 -5.51 10.69
N -1.80 -5.41 9.20
O -2.42 -4.52 8.64
O -1.25 -6.29 8.54
H -0.75 -5.73 10.94
H -2.53 -6.24 10.99
H -1.98 -4.51 11.08
C -5.84 10.81 -1.70
N -5.28 9.54 -1.25
O -5.18 9.40 -0.02
O -4.89 8.69 -2.07
H -6.90 10.57 -1.75
H -5.43 10.94 -2.70
H -5.75 11.64 -1.00
C -5.57 2.98 -5.92
N -6.48 2.30 -6.91
O -6.34 2.50 -8.13
O -7.43 1.66 -6.46
H -5.58 2.42 -4.98
H -6.11 3.92 -5.80
H -4.58 3.20 -6.31
C -7.66 0.33 3.92
N -8.13 1.71 4.14
O -8.56 1.94 5.29
O -8.00 2.55 3.27
H -7.37 0.30 2.87
H -8.46 -0.35 4.20
H -6.85 0.01 4.58
C 0.21 -2.31 -9.42
O 0.06 -3.29 -8.39
C 1.11 -4.13 -8.17
O 2.14 -4.22 -8.87
O 0.99 -4.76 -6.96
C -0.24 -4.88 -6.29
H -0.71 -1.97 -9.88
H 0.79 -2.70 -10.25
H 0.82 -1.45 -9.13
H -0.82 -3.96 -6.34
H -0.12 -5.08 -5.23
H -0.82 -5.73 -6.65
C 7.14 -4.31 -3.83
O 6.78 -3.35 -2.88
C 7.25 -3.30 -1.58
O 7.97 -4.17 -1.12
O 6.73 -2.19 -0.95
C 5.77 -1.32 -1.59
H 6.66 -5.28 -3.66
H 8.19 -4.59 -3.85
H 6.81 -3.96 -4.81
H 5.40 -0.52 -0.96
H 4.90 -1.80 -2.04
H 6.34 -0.78 -2.34
C -7.36 -9.77 -4.77
O -7.11 -9.21 -3.51
C -7.11 -7.98 -3.24
O -7.36 -7.06 -4.04
O -6.80 -7.87 -1.91
C -6.88 -6.52 -1.35
H -6.38 -9.86 -5.23
H -8.00 -9.13 -5.39
H -7.90 -10.72 -4.75
H -6.28 -6.54 -0.43
H -7.90 -6.20 -1.14
H -6.38 -5.86 -2.05
C 6.64 -3.44 6.52
O 6.82 -2.07 6.86
C 7.77 -1.61 7.79
O 7.77 -0.57 8.42
O 8.66 -2.59 7.97
C 9.67 -2.50 8.98
H 7.53 -3.95 6.14
H 5.84 -3.63 5.81
H 6.30 -3.91 7.44
H 9.19 -2.45 9.95
H 10.10 -1.51 8.83
H 10.47 -3.24 9.07
C 4.69 6.14 -9.15
O 4.64 5.03 -8.30
C 3.89 4.87 -7.14
O 3.88 3.87 -6.41
O 3.09 5.92 -7.00
C 2.18 5.96 -5.86
H 3.94 5.91 -9.91
H 5.55 6.25 -9.80
H 4.57 7.06 -8.57
H 1.78 4.97 -5.64
H 1.33 6.64 -5.89
H 2.73 6.26 -4.97
C -0.59 -2.94 0.75
O -0.55 -1.59 1.11
C -1.07 -0.66 0.35
O -1.64 -0.78 -0.75
O -0.87 0.55 0.97
C -1.39 1.77 0.49
H 0.36 -3.15 0.25
H -1.48 -3.20 0.18
H -0.62 -3.62 1.60
H -2.45 1.93 0.66
H -1.25 1.87 -0.59
H -0.83 2.63 0.86
C -3.12 5.49 6.50
O -2.51 4.65 7.47
C -1.24 4.31 7.29
O -0.47 4.78 6.43
O -0.84 3.46 8.17
C 0.48 2.88 8.09
H -4.20 5.34 6.57
H -2.82 5.15 5.51
H -2.93 6.56 6.58
H 0.73 2.43 7.13
H 0.61 2.21 8.95
H 1.18 3.70 8.18
```

Löwdin atomic charge list, values in e, 2 entries: number 1, C, carries 0.045; number 2, N, carries -0.428

***

(5)
C49H48GeMnN5OP | wB97M-V/def2-TZVPD

Results
Net charge = -2
Kohn-Sham gap (alpha / beta) = 3.90 / 5.26 eV
Highest occupied orbital energy (alpha / beta) = 0.462 / -0.906 eV
Spin multiplicity = 6
Strongest force on any atom = 1.98 eV/Å

```
106
C49H48GeMnN5OP (wB97M-V/def2-TZVPD)
Mn 0.20 1.34 -0.28
C 4.49 0.38 -0.54
C 3.13 0.25 -0.47
N 2.27 1.30 -0.56
C 2.81 2.57 -0.69
C 4.21 2.79 -0.77
C 5.07 1.65 -0.70
C 4.67 4.11 -0.93
C 3.77 5.15 -1.08
C 2.40 4.93 -1.02
C 1.89 3.65 -0.76
N 0.58 3.26 -0.63
C -0.53 4.07 -0.70
C -0.65 5.44 -0.51
C -1.87 6.10 -0.75
C -2.98 5.39 -1.18
C -2.93 3.99 -1.25
C -4.02 3.17 -1.73
C -3.98 1.84 -1.57
C -2.87 1.19 -0.80
N -1.64 1.96 -0.79
C -1.74 3.31 -0.91
H 5.11 -0.51 -0.49
H 2.66 -0.72 -0.35
H 6.14 1.78 -0.76
H 5.74 4.30 -0.96
H 4.14 6.15 -1.25
H 1.73 5.75 -1.20
H 0.18 6.02 -0.15
H -1.94 7.17 -0.60
H -3.90 5.90 -1.44
H -4.86 3.64 -2.23
H -4.78 1.20 -1.94
H -3.22 1.03 0.24
N -6.15 -2.66 -1.68
C -5.47 -2.63 -0.46
O -5.97 -3.21 0.50
C -4.22 -1.86 -0.42
C -3.43 -1.93 0.77
C -2.14 -1.49 0.73
N -1.61 -0.83 -0.33
C -2.55 -0.25 -1.29
C -3.74 -1.13 -1.47
H -6.86 -3.37 -1.72
H -5.60 -2.54 -2.52
H -3.81 -2.47 1.63
H -1.45 -1.67 1.54
H -2.01 -0.14 -2.24
H -4.20 -1.14 -2.45
C -0.23 -0.57 -0.51
Ge 0.64 -2.37 -0.50
C 2.15 -2.68 -1.79
C 2.47 -1.76 -2.79
C 3.49 -2.01 -3.69
C 4.22 -3.19 -3.61
C 3.91 -4.12 -2.63
C 2.88 -3.86 -1.73
C -0.74 -3.52 -1.39
C -0.96 -3.22 -2.74
C -1.95 -3.87 -3.47
C -2.75 -4.83 -2.86
C -2.53 -5.15 -1.53
C -1.54 -4.50 -0.81
C 1.42 -3.25 1.14
C 0.67 -3.99 2.05
C 1.21 -4.46 3.24
C 2.53 -4.16 3.57
C 3.29 -3.39 2.69
C 2.74 -2.95 1.50
H 1.91 -0.83 -2.83
H 3.74 -1.28 -4.45
H 5.04 -3.37 -4.30
H 4.47 -5.05 -2.56
H 2.64 -4.59 -0.96
H -0.36 -2.46 -3.22
H -2.11 -3.62 -4.51
H -3.53 -5.33 -3.42
H -3.16 -5.88 -1.04
H -1.40 -4.76 0.23
H -0.37 -4.21 1.83
H 0.61 -5.05 3.92
H 2.95 -4.50 4.51
H 4.31 -3.13 2.95
H 3.35 -2.35 0.83
C -2.13 3.13 3.73
C -1.71 2.78 2.30
P -0.14 1.82 2.06
C -0.33 0.54 3.39
C 0.76 -0.53 3.30
C 1.05 3.01 2.84
C 2.51 2.55 2.78
H -3.00 3.79 3.70
H -1.34 3.64 4.28
H -2.41 2.23 4.29
H -1.60 3.70 1.71
H -2.50 2.20 1.82
H -1.31 0.09 3.22
H -0.34 1.01 4.38
H 0.96 -0.75 2.25
H 0.45 -1.46 3.79
H 1.69 -0.20 3.76
H 0.75 3.20 3.88
H 0.93 3.94 2.28
H 2.69 1.73 3.48
H 3.18 3.37 3.03
H 2.76 2.20 1.78
```

Löwdin atomic charge list, values in e, 2 entries: number 1, Mn, carries 0.658; number 2, C, carries -0.120

***

(6)
C11H17IO | wB97M-V/def2-TZVPD

Results
Kohn-Sham gap = 9.36 eV
Highest occupied orbital energy = -8.982 eV
Spin multiplicity = 1
Strongest force on any atom = 5.03 eV/Å

```
30
C11H17IO (wB97M-V/def2-TZVPD)
C 2.95 -0.55 1.14
C 1.15 1.19 2.92
C 2.15 0.30 0.62
C 1.61 1.70 1.79
C -2.70 -0.80 -1.22
C -2.38 0.65 -1.26
C -1.92 -1.44 -0.01
C -0.83 0.86 -1.51
C -0.43 -1.39 -0.15
C -0.05 0.13 -0.47
C 1.43 0.28 -0.70
O 2.05 -0.65 -1.61
I 1.78 3.67 1.17
H 3.56 -1.24 0.59
H 2.99 -0.52 2.22
H 0.62 1.86 3.55
H 1.58 0.25 3.22
H -3.73 -1.10 -1.19
H -2.42 -1.34 -2.13
H -3.07 1.17 -1.98
H -2.42 1.04 -0.20
H -2.24 -0.95 0.89
H -2.05 -2.46 0.05
H -0.60 0.55 -2.57
H -0.43 1.91 -1.32
H 0.13 -1.54 0.78
H -0.11 -2.02 -0.99
H -0.38 0.61 0.49
H 1.64 1.30 -1.14
H 2.12 -1.47 -0.98
```

Löwdin atomic charge list, values in e, 2 entries: number 1, C, carries 0.023; number 2, C, carries -0.095

***

- Among the records above, which one has the lowest strongest force on any atom?
  C28H36BHgN4O5